# 1
The molecule C3H5N3 at a distorted geometry. Source: the Open Molecules 2025 dataset; level of theory: the ωB97M-V functional and the def2-TZVPD basis.

XYZ file:
```
11
Properties=species:S:1:pos:R:3:forces:R:3
N -1.8264 -0.0943 0.2922 -0.163 0.124 -0.032
C -0.4591 0.0923 0.0227 0.086 0.148 -0.182
C 0.4613 -0.9033 -0.1979 0.072 0.496 -0.305
C 1.7191 -0.2759 0.0212 0.042 0.185 -0.277
N 1.5739 1.0220 0.2226 -0.052 -0.097 -0.078
N 0.2389 1.2392 0.1860 -0.228 0.227 0.463
H -1.9267 -0.9778 0.7811 -0.104 0.225 -0.206
H -2.5007 -0.0501 -0.4596 0.231 0.227 -0.146
H 0.1106 -1.5137 -1.0081 0.427 -1.715 0.548
H 2.7121 -0.7085 0.1252 -0.298 0.104 -0.384
H -0.1031 2.1700 0.0147 -0.013 0.077 0.598
```
Forces are in eV/Å.

Summary:
electronic energy	-281.5289	Eh
structure (SMILES)	Nc1ccn[nH]1
spin multiplicity	1
Kohn-Sham gap	0.3579	Ha

=====

# 2
The molecule C3H5N3 at a distorted geometry. Source: the Open Molecules 2025 dataset; level of theory: the ωB97M-V functional and the def2-TZVPD basis.

XYZ file:
```
11
Properties=species:S:1:pos:R:3:forces:R:3
C -1.2081 -0.4599 -0.1969 -0.030 -0.837 -0.355
N 0.0650 0.6423 0.8605 0.883 0.888 0.402
C 0.7739 1.2923 -0.0353 0.102 0.298 0.430
N 1.6356 0.4971 -0.7394 -0.038 -0.366 0.069
N 1.4473 -0.7280 -0.3555 -0.514 0.324 -0.309
C 0.4024 -0.6905 0.5583 -0.951 0.199 -0.075
H -0.9264 -0.2805 -1.2320 -0.076 -0.186 0.049
H -1.9543 0.2809 0.1324 0.759 -0.400 0.144
H -1.5788 -1.4518 0.0061 -0.304 -0.303 -0.322
H 0.6690 2.3516 -0.2147 0.166 -0.039 0.018
H 0.3060 -1.5136 1.2652 0.003 0.421 -0.050
```
Forces are in eV/Å.

Summary:
electronic energy	-281.4638	Eh
structure (SMILES)	C[C@@H]1N=CN=N1
spin multiplicity	1
Kohn-Sham gap	0.3650	Ha